Density functional theory data (the ωB97M-V functional and the def2-TZVPD basis) for 10 unconnected molecules or ions with the total composition C54H94F6N4O22.

Geometry as XYZ:
```
180
Properties=species:S:1:pos:R:3:forces:R:3
O 14.1741 20.1377 -5.4874 1.6 -1.3 0.9
N 12.5958 21.1735 2.9594 -1.2 -2.1 -0.9
C 6.2933 11.3718 5.7021 0.2 -0.5 -0.5
H 17.1221 13.3719 -0.8953 0.2 0.1 -0.2
O 4.6180 20.1957 -5.2406 1.6 1.2 -0.3
H 2.0635 11.1637 -8.0678 -0.6 0.5 0.4
O 12.4514 14.1615 -4.5521 -2.8 1.0 1.7
H 6.2515 12.9719 -8.0978 -0.4 -0.1 -0.2
C 4.3220 12.8240 -7.0839 -2.2 -0.7 -0.1
H 10.8387 22.1771 1.4650 0.0 -0.3 -0.3
C 14.0960 19.9264 4.5393 -0.1 0.6 0.4
C 13.1458 18.7934 2.5074 0.2 -0.4 0.0
C 2.3790 10.9739 -5.8641 -0.4 0.1 -0.5
H 14.4883 20.7151 1.1587 -0.3 0.2 0.1
H 11.5390 17.4157 -10.2383 0.0 0.3 0.2
H 12.7611 19.0865 -12.1387 0.0 -0.3 0.2
H 9.0697 18.0605 -15.7034 -0.3 -0.3 0.1
H 1.2618 13.4365 -6.8066 1.1 -0.7 -0.6
O 6.5980 11.4436 4.3435 -1.0 -1.3 -2.7
C 11.4421 14.7082 -4.1153 3.6 -2.0 -1.2
H 2.7889 11.3116 -3.1583 0.8 0.1 -0.6
C 17.7868 11.5502 -1.8691 1.5 -0.8 0.7
C 2.5178 12.3832 -5.2413 1.1 -1.0 0.1
H 6.9236 9.6446 -3.7593 -0.9 0.2 0.5
H 11.7949 20.4867 -12.2128 -0.2 0.2 0.1
H 7.3951 19.7789 -10.5699 0.4 0.7 0.0
H 13.3098 18.7726 1.4300 0.0 0.3 -0.1
C 15.3209 19.8113 -5.3202 -0.2 1.8 -0.4
H 1.7669 14.4588 -5.6174 0.2 0.0 0.8
H 20.0507 10.8428 -3.4263 -0.1 0.1 0.1
O 19.7108 8.8988 0.0429 0.9 -0.6 -0.1
C 7.1338 8.9889 -2.9144 -0.3 -0.6 -0.2
H 11.7094 18.0456 3.8517 -0.5 -0.1 0.1
H 20.5506 9.3634 0.0243 1.0 -0.5 0.1
C 18.8209 10.3054 -1.6716 -1.8 0.3 0.0
C 10.9375 17.3220 -11.1425 0.4 0.2 0.4
H 4.8982 10.6928 -7.3834 0.2 0.3 0.2
C 14.8204 20.6027 2.1908 -0.1 -0.7 0.3
O 6.8493 8.7221 -0.6500 -1.7 -2.6 0.7
H 13.8124 18.0309 2.9101 0.3 0.0 0.0
H 1.3527 10.6270 -5.7438 -0.1 0.0 0.3
H 7.7590 22.7223 -4.8163 0.0 0.1 0.0
H 19.4488 9.6482 2.5810 -0.2 0.0 -0.1
H 13.3578 19.3894 5.1350 0.0 -0.4 -0.2
H 10.9882 20.1224 5.2434 -0.1 -0.1 0.1
H 14.1836 20.8770 5.0654 0.4 0.2 -0.1
H 9.0209 16.6801 -4.3212 0.4 0.1 -0.8
C 2.7568 10.7841 -7.3173 -0.5 0.2 -0.6
H 16.7433 11.2365 -1.8412 0.2 -0.5 -0.5
C 7.2615 12.4154 6.2285 -3.6 0.0 1.8
H 9.7886 19.2379 -9.7091 0.4 -0.2 -0.1
H 9.3035 21.6176 2.1317 0.1 -0.4 0.2
C 20.1998 10.6437 -2.3651 -1.1 0.3 1.4
C 6.8246 22.6305 -4.2627 0.3 -0.2 -0.1
H 15.0543 19.4071 4.5399 -0.1 -0.1 0.2
H 18.1291 11.9508 -2.8232 -0.7 0.1 -0.3
O 4.2709 13.9881 -4.9487 0.0 0.9 -0.2
H 18.7442 8.2610 -2.3928 0.2 0.0 -0.2
H 5.2371 11.5628 5.8920 0.1 0.3 -0.2
C 2.2848 12.1326 -3.6683 0.1 0.9 -1.3
O 4.8989 22.4113 -5.4468 -0.4 0.6 -1.3
O 12.9743 22.4592 3.3870 -0.2 -0.4 -0.1
C 8.5080 16.8493 -13.2974 -0.1 -1.4 0.4
C 8.8254 18.2842 -13.4819 -1.1 2.1 -0.2
C 13.6446 20.1596 3.1101 -0.5 -0.1 -1.0
H 9.5992 21.1234 4.6959 0.0 -0.3 -0.1
H 15.3436 21.5092 2.4953 -0.1 -0.1 0.2
C 20.3971 11.7168 0.9949 0.8 0.0 -1.2
C 8.5269 18.6904 -14.9987 0.9 0.1 1.6
C 5.2773 21.1952 -5.0933 -1.5 -1.2 1.6
C 5.7638 13.0549 -7.1265 2.0 0.8 0.8
C 6.0418 7.7869 -1.3333 -0.7 -2.2 2.7
H 11.3719 18.6940 -14.6047 0.0 0.3 0.0
H 20.5004 11.5487 -1.8372 0.6 0.1 -0.4
H 9.7690 19.2169 2.7240 -0.2 0.2 -0.2
O 17.3862 14.8003 -9.6806 -0.4 1.2 -0.6
H 7.4442 18.6592 -15.1203 0.1 -0.1 -0.3
H 10.0540 16.7767 -10.8105 0.0 -0.2 -0.4
O 6.0796 8.0435 -2.6338 0.5 0.8 -1.2
H 2.4734 13.0737 -3.1516 -0.2 -0.1 0.2
O 10.8559 15.7082 -4.8104 -1.0 -0.1 0.5
H 17.9087 12.8971 1.2946 0.9 0.0 0.3
C 17.9174 12.6306 -0.8172 1.0 -0.5 0.5
H 6.7191 13.0354 6.9424 0.2 0.9 -0.4
F 7.0388 22.9271 -2.9839 0.6 0.4 1.4
C 17.5290 19.9106 -5.8299 -0.7 0.8 0.7
O 5.4376 6.8459 -0.8214 1.8 3.2 -1.3
C 8.1157 19.1336 -11.0724 0.5 -1.3 0.6
H 11.5889 16.7616 -11.8132 -0.5 -0.2 -0.2
N 10.1618 18.7471 -13.0865 1.0 0.3 -0.9
H 4.2022 13.9170 -8.9232 0.2 0.2 0.0
C 10.6249 18.7292 -11.6905 0.8 0.1 1.2
H 20.9636 9.8709 -2.2792 -0.1 -0.1 0.2
C 11.1634 20.8268 3.1487 -1.1 0.9 -0.1
H 6.7334 10.4862 -1.7027 -0.3 0.5 1.0
C 10.3277 21.8917 2.3845 0.6 0.8 -0.3
H 17.0787 11.9254 -8.2202 0.0 0.0 -0.6
O 17.2020 12.7407 -10.2317 -0.8 -4.0 0.1
C 16.7493 12.7461 -8.8575 -0.6 0.7 -1.8
H 8.1380 20.2300 -12.7828 -0.1 0.1 -0.6
O 6.3893 21.3089 -4.3039 0.1 -1.2 -0.7
H 13.1853 22.7895 2.5106 0.2 0.9 0.2
C 10.7920 19.4648 2.4411 0.7 0.0 1.0
H 1.2454 11.8227 -3.5600 -0.3 0.5 -0.1
H 20.6652 12.1293 1.9676 -0.7 -0.1 0.2
C 17.3491 14.0439 -8.5467 -1.4 0.5 2.8
H 9.2127 16.1434 -13.7368 0.4 0.3 -0.1
H 15.6743 12.9248 -8.8830 -0.2 -0.8 0.1
H 11.5051 17.4130 2.1958 -0.1 0.0 0.1
N 18.8512 9.9353 -0.2076 -1.4 1.8 -0.3
H 5.9510 14.0575 -6.7418 0.4 0.1 0.0
C 4.0986 11.3792 -7.6619 -0.4 0.5 0.1
C 17.2086 13.9476 -10.7028 0.9 0.8 -4.3
C 9.9469 16.2734 -3.9145 -1.6 -0.5 0.1
C 10.6754 20.9648 4.6265 0.8 -0.4 -0.3
C 18.7286 10.3944 2.2454 -0.9 -0.2 -0.4
C 17.9160 12.0562 0.6012 -0.5 0.0 -0.4
O 7.6926 13.1004 5.1258 1.7 1.1 1.0
H 2.6211 13.6346 -8.3356 0.0 0.0 0.4
H 7.8365 18.1961 -10.5915 0.1 -0.6 -0.4
H 21.3068 11.1701 0.7464 -0.1 -1.0 0.1
H 20.5552 12.5209 0.2762 -0.6 0.4 0.0
H 8.4758 16.6106 -12.2344 -0.3 -0.2 0.0
H 18.2759 9.5437 -3.5200 -0.5 -0.4 -0.2
H 15.5198 19.7676 2.1549 0.3 0.1 0.1
H 4.9498 23.7497 -4.0039 0.7 0.4 0.5
H 12.3206 19.9091 -10.6337 -0.5 -0.4 0.2
O 16.2295 19.8002 -6.3358 -0.9 0.3 0.2
H 3.7534 14.6608 -5.3972 -0.1 1.1 0.3
H 9.6001 15.6965 -1.9632 -0.5 -0.3 0.2
H 4.0916 11.4639 -8.7485 0.5 0.1 -0.1
H 6.2507 12.3474 -6.4553 0.1 0.0 0.1
F 8.1904 8.3169 -3.3746 1.4 -1.3 -0.2
H 16.9128 11.6816 0.8044 -0.1 -0.8 -0.2
C 11.7112 18.3017 2.7922 1.2 1.4 0.5
C 11.9533 19.5925 -11.6100 -0.5 -0.3 -1.3
F 8.1385 11.7935 6.9953 2.8 -0.7 0.4
H 16.6830 14.5063 -7.8183 0.8 0.8 0.5
N 3.9018 12.8601 -5.6263 -0.2 -3.3 -0.2
H 5.8728 24.2136 -5.4795 0.2 -0.1 0.2
H 6.7973 19.1072 -12.7088 0.1 -0.5 -0.6
C 17.4023 19.3512 -4.4079 -0.1 0.1 -1.0
H 0.4793 13.2635 -5.4808 0.1 -0.1 1.3
C 18.1577 9.1732 -2.5017 1.2 -0.1 0.5
C 3.6251 13.8927 -7.9988 0.3 -0.8 -0.3
O 10.8060 14.4477 -2.9250 1.8 -1.3 -1.7
C 9.5944 19.4257 -10.7651 -0.9 0.8 -0.5
H 8.7199 14.6295 -3.1340 0.2 -0.3 0.0
H 3.0338 10.2547 -5.3720 0.0 0.3 0.7
H 8.9048 19.6976 -15.1742 -0.2 0.2 0.1
O 11.1960 18.0803 -13.8878 -0.9 -0.1 0.7
O 16.0062 19.6506 -4.1404 -0.1 -0.8 0.1
C 7.8734 19.1963 -12.5602 0.6 0.0 -0.4
H 10.2569 22.8448 2.9086 0.1 -0.1 0.4
H 17.7079 10.0178 2.1792 0.1 -0.6 0.3
H 17.8927 20.9365 -5.8886 -0.2 0.2 0.0
C 5.6622 23.4217 -4.7608 -1.5 -0.2 -1.3
H 2.7149 9.7153 -7.5274 0.3 -0.2 0.0
C 19.0101 10.9674 0.8635 0.1 1.9 -0.1
C 7.3690 12.4531 4.0043 0.1 1.4 -3.3
O 17.1768 14.1877 -11.9015 0.0 0.2 2.9
H 17.6817 18.3016 -4.5000 -0.8 -0.4 0.2
C 9.6387 15.1752 -2.9197 -0.8 1.8 0.7
H 3.6375 14.9031 -7.5902 0.0 0.0 0.2
F 18.2456 19.1881 -6.6593 1.8 -1.3 -0.7
H 6.4988 10.3320 5.9567 0.2 0.3 0.7
H 17.1385 8.8745 -2.2562 -0.1 0.6 0.1
C 7.3461 9.5962 -1.5586 0.2 2.5 -1.9
F 18.5809 13.7970 -8.1011 1.7 0.5 0.8
H 9.6801 20.5020 -10.9145 0.4 0.2 0.0
H 11.1360 21.8604 5.0436 0.1 0.0 0.0
C 1.5263 13.4040 -5.7497 -2.0 0.5 -1.1
O 7.6578 12.8458 2.8748 -0.6 -1.5 3.1
H 18.6651 11.2122 2.9632 0.3 0.1 0.0
F 10.5920 17.2324 -3.2454 0.7 1.5 0.5
H 10.8900 19.5676 1.3604 -0.3 0.4 -0.1
H 18.9009 13.0747 -0.9709 -0.1 0.6 0.0
H 18.0765 19.7394 -3.6445 -0.5 0.6 -0.1
H 8.3512 9.9554 -1.3373 0.1 -0.5 0.0
H 7.5571 16.6109 -13.7740 -0.2 0.1 0.2
```
Positions in Å, forces in eV/Å.

The calculation puts the gap between HOMO and LUMO at 8.16 eV. The HOMO energy is -8.18 eV. The structure (SMILES) is CC1(C)CCCC(C)(C)N1O.CC1(C)CCCC(C)(C)N1O.CC1(C)CCCC(C)(C)N1O.CC1(C)CCCC(C)(C)N1O.O=C1OC[C@@H](F)O1.O=C1OC[C@@H](F)O1.O=C1OC[C@@H](F)O1.O=C1OC[C@@H](F)O1.O=C1OC[C@@H](F)O1.O=C1OC[C@@H](F)O1. The total energy is -124823.4099 eV.